Entry 1:
C7H15ClI2O2PV | ωB97M-V/def2-TZVPD

2S+1: 2
HOMO (spin up / spin down) (eV): -19.70 / -19.02
Total charge: +3
Frontier orbital gap (spin up / spin down) (eV): 4.94 / 4.63
E (eV): -75264.03539

Geometry as XYZ:
```
29
Properties=species:S:1:pos:R:3:mulliken_spin:R:1
I 1.844 -3.747 -1.496 -0.113
I -0.703 -3.812 -0.817 -0.075
V 0.291 -0.987 -0.567 1.275
P -0.041 0.547 -2.481 -0.170
C -1.696 0.760 -3.247 -0.004
C 0.890 2.122 -2.638 -0.001
H 1.852 -0.893 -2.782 0.001
H 0.992 -0.542 -4.336 -0.012
H 0.400 -1.767 -3.078 -0.002
C 0.889 -0.807 -3.287 -0.007
H 1.851 2.022 -2.125 -0.001
H 1.032 2.397 -3.687 -0.008
H -1.635 1.023 -4.305 -0.006
H -2.213 1.527 -2.663 -0.001
H 0.321 2.888 -2.105 0.000
H -2.218 -0.185 -3.090 0.000
C -1.501 -0.291 -0.389 -0.059
O -2.552 -0.010 0.080 0.034
Cl 2.419 -0.254 0.019 -0.029
C 1.008 -0.643 4.082 0.023
C -0.046 -0.018 3.216 -0.010
C -1.018 0.659 4.137 0.036
O -0.163 -0.045 2.028 0.132
H 0.692 -0.421 5.155 0.000
H 2.016 -0.264 3.884 -0.001
H 1.080 -1.725 3.931 -0.001
H -1.078 1.737 3.966 -0.001
H -2.027 0.289 3.948 0.000
H -0.687 0.438 5.209 0.001
```

***

Entry 2:
C7H15ClN | ωB97M-V/def2-TZVPD

2S+1: 1
SMILES: CC[N@@H+](C)CC/C=C/Cl
ΔE to the lowest compared entry with this formula, charge and spin (kJ/mol): 233.32
HOMO (eV): -12.88
Total charge: +1
Frontier orbital gap (eV): 9.93
E (eV): -21506.42492

Geometry as XYZ:
```
24
Properties=species:S:1:pos:R:3:lowdin_charge:R:1
C 1.797 -1.079 0.903 -0.044
C 0.632 -0.136 1.175 -0.152
N 0.114 0.725 0.045 -0.146
C 0.889 1.956 -0.370 0.032
C -0.419 0.060 -1.185 -0.147
C -1.727 -0.723 -1.130 -0.169
C -2.897 -0.151 -0.368 -0.252
C -3.805 -0.687 0.374 -0.583
Cl -5.212 0.229 0.513 0.701
H 1.912 -1.536 1.867 0.090
H 1.515 -1.909 0.323 0.067
H 2.673 -0.575 0.591 0.078
H 0.984 0.604 1.959 0.147
H -0.403 -0.624 1.542 0.179
H -0.749 1.140 0.439 0.169
H 0.270 2.422 -1.123 0.094
H 0.954 2.687 0.430 0.112
H 1.844 1.740 -0.814 0.109
H 0.239 -0.548 -1.775 0.134
H -0.580 0.928 -1.873 0.133
H -1.379 -1.639 -0.658 0.113
H -2.064 -1.019 -2.115 0.135
H -3.278 0.830 -0.858 0.126
H -3.882 -1.636 0.847 0.075
```

***

Entry 3:
C7H15ClN2Si | ωB97M-V/def2-TZVPD

2S+1: 1
HOMO (spin up / spin down) (eV): -7.61 / -7.71
Frontier orbital gap (spin up / spin down) (eV): 6.68 / 7.16
E (eV): -30879.87094

Geometry as XYZ:
```
26
Properties=species:S:1:pos:R:3:lowdin_charge:R:1
C 2.201 1.431 0.788 -0.204
C 0.785 1.140 0.846 -0.226
C -3.928 -2.347 -0.528 -0.119
C 4.424 1.789 0.206 -0.107
C -3.592 -0.857 -0.442 -0.249
C -2.043 -0.592 -0.643 -0.210
C -1.489 0.584 0.249 -0.197
N 3.255 0.835 0.188 -0.359
N 0.017 0.465 0.049 0.004
Si 3.501 -0.865 0.123 0.363
Cl 4.889 -0.909 -1.485 0.156
H 2.402 2.093 1.644 0.109
H 0.309 2.040 1.428 0.132
H -3.193 -2.854 0.030 0.051
H -4.835 -2.533 -0.085 0.033
H -4.028 -2.772 -1.543 0.086
H 3.910 2.741 -0.040 0.097
H 4.876 1.908 1.167 0.072
H 5.218 1.500 -0.471 0.033
H -4.234 -0.331 -1.125 0.091
H -3.766 -0.559 0.599 0.096
H -1.542 -1.535 -0.366 0.092
H -1.869 -0.621 -1.709 0.097
H -1.607 0.405 1.345 0.114
H -1.947 1.546 -0.146 0.128
H 2.283 -1.698 -0.078 -0.083
```